# C25H64O29S9

A molecular structure, C25H64O29S9 in a non-equilibrium geometry (wB97M-V/def2-TZVPD, the Open Molecules 2025 dataset).

CARTESIAN COORDINATES (ANGSTROEM)
O1 2.434 8.537 2.812
S1 3.543 7.679 2.697
O2 4.156 7.100 3.842
O3 3.030 6.491 1.772
C1 3.959 5.450 1.459
C2 3.583 4.178 2.215
C3 4.804 8.461 1.708
H1 4.997 5.694 1.696
H2 3.951 5.255 0.385
H3 2.498 4.108 2.218
H4 3.976 4.240 3.228
H5 3.983 3.287 1.730
H6 5.200 7.730 1.012
H7 5.509 8.891 2.410
H8 4.286 9.211 1.115
O4 -1.128 4.105 -7.094
S2 -1.768 3.136 -6.276
O5 -2.616 2.139 -6.830
O6 -0.652 2.358 -5.454
C4 0.638 2.994 -5.309
C5 1.324 2.413 -4.095
C6 -2.599 3.959 -4.948
H9 0.466 4.060 -5.145
H10 1.190 2.895 -6.241
H11 2.307 2.859 -3.942
H12 1.338 1.330 -4.188
H13 0.782 2.771 -3.218
H14 -3.150 3.249 -4.344
H15 -3.154 4.810 -5.336
H16 -1.784 4.420 -4.383
O7 -1.879 1.891 3.348
S3 -2.537 0.817 2.688
O8 -2.026 -0.511 2.717
O9 -4.018 0.757 3.256
C7 -4.681 1.987 3.619
C8 -5.296 1.849 4.991
C9 -2.922 1.215 0.994
H17 -5.413 2.217 2.838
H18 -4.015 2.848 3.570
H19 -6.175 1.207 5.010
H20 -5.554 2.847 5.342
H21 -4.565 1.391 5.658
H22 -1.980 1.169 0.449
H23 -3.244 2.254 1.030
H24 -3.596 0.442 0.645
O10 -0.056 -3.375 2.622
S4 -0.712 -4.001 1.515
O11 -0.120 -3.970 0.213
O12 -1.019 -5.530 1.797
C10 -1.284 -5.925 3.158
C11 -2.727 -6.306 3.364
C12 -2.381 -3.352 1.484
H25 -0.851 -5.236 3.882
H26 -0.681 -6.830 3.285
H27 -2.955 -6.634 4.376
H28 -2.982 -7.156 2.726
H29 -3.404 -5.499 3.078
H30 -2.839 -4.024 0.757
H31 -2.405 -2.327 1.135
H32 -2.742 -3.520 2.491
O13 -4.527 -0.134 -5.014
S5 -4.039 -1.466 -5.015
O14 -3.735 -2.156 -6.211
O15 -2.733 -1.497 -4.090
C13 -2.471 -0.360 -3.266
C14 -1.466 -0.748 -2.210
C15 -5.090 -2.463 -4.000
H33 -3.361 0.137 -2.878
H34 -1.982 0.437 -3.843
H35 -0.594 -1.239 -2.660
H36 -1.829 -1.604 -1.625
H37 -1.118 0.106 -1.637
H38 -6.071 -2.564 -4.453
H39 -5.126 -2.016 -3.010
H40 -4.586 -3.426 -3.927
O16 3.566 -2.663 -1.762
S6 3.123 -3.782 -2.532
O17 3.287 -5.124 -2.109
O18 1.610 -3.534 -2.908
C16 0.766 -4.691 -3.125
C17 -0.421 -4.250 -3.939
C18 3.819 -3.703 -4.140
H41 0.449 -5.149 -2.191
H42 1.340 -5.421 -3.696
H43 -1.116 -5.093 -4.036
H44 -0.172 -4.094 -4.990
H45 -0.987 -3.435 -3.495
H46 3.175 -4.256 -4.820
H47 4.799 -4.175 -4.096
H48 3.920 -2.682 -4.499
O19 3.769 -6.191 0.615
S7 3.136 -5.526 1.693
O20 1.756 -5.794 1.966
O21 4.014 -5.889 2.966
C19 3.581 -5.345 4.231
C20 4.011 -6.283 5.322
C21 3.315 -3.781 1.484
H49 2.493 -5.248 4.253
H50 3.994 -4.343 4.369
H51 3.622 -5.897 6.269
H52 5.094 -6.267 5.449
H53 3.612 -7.280 5.165
H54 4.387 -3.657 1.331
H55 2.900 -3.203 2.304
H56 2.803 -3.551 0.551
C22 1.281 -0.901 0.383
C23 2.630 -0.280 0.040
O22 2.554 1.078 0.514
S8 1.058 1.589 0.487
O23 0.695 2.086 -0.786
O24 0.845 2.381 1.633
O25 0.386 0.173 0.734
H57 1.223 -1.636 1.180
H58 0.880 -1.359 -0.522
H59 2.868 -0.322 -1.018
H60 3.430 -0.755 0.602
C24 -0.301 5.473 1.504
C25 -1.422 5.094 2.504
O26 -2.678 5.548 1.990
S9 -2.255 6.899 1.218
O27 -1.784 7.804 2.182
O28 -3.206 7.278 0.257
O29 -1.066 6.173 0.476
H61 0.102 4.578 1.047
H62 0.434 6.160 1.908
H63 -1.222 5.648 3.431
H64 -1.414 4.085 2.910

The value obtained for the HOMO energy is -10.9 eV. The spin multiplicity is 1.